P.
C3H4LiO3 as an isolated structure, computed with ωB97M-V/def2-TZVPD.

Geometry as ORCA input:
```
! RIJCOSX wB97M-V def2-TZVPD def2/J DEFGRID3
* xyz -1 1
C -0.656 0.113 -0.417
O 1.532 -0.587 0.483
C 1.494 0.700 0.334
C -0.186 -1.088 0.221
O 0.461 1.024 -0.494
O 1.694 1.522 1.229
H -1.799 0.058 -1.201
H -0.463 -1.312 1.260
H -0.222 -1.987 -0.400
H -0.474 -0.417 -2.094
Li -1.382 1.974 1.080
*
```

Calculated values
* LUMO (alpha / beta): 2.7 / 2.6 eV
* HOMO-LUMO gap (alpha / beta): 3.4 / 3.5 eV
* E_HOMO (alpha / beta): -0.7 / -0.9 eV

Atom charges from the Löwdin analysis, given in e for atoms 1 to 8:
1 C -0.431
2 O -0.015
3 C -0.773
4 C -0.144
5 O -0.159
6 O 0.002
7 H 0.147
8 H 0.081

=====

Q.
C3H4LiO3 as an isolated structure, computed with ωB97M-V/def2-TZVPD.

Geometry as ORCA input:
```
! RIJCOSX wB97M-V def2-TZVPD def2/J DEFGRID3
* xyz -1 1
O 0.742 -1.061 0.813
C 0.052 -0.451 -0.146
O -1.220 -0.681 -0.251
Li -1.915 0.965 -0.793
O -0.360 1.882 -0.571
C 0.559 0.892 -0.398
H 1.473 0.878 -1.025
C 1.560 0.584 1.341
H 2.461 0.129 0.890
H 2.254 1.021 2.077
H 0.750 1.012 1.959
*
```

Calculated values
* LUMO: 2.5 eV
* HOMO-LUMO gap: 4.1 eV
* E_HOMO: -1.6 eV

Atom charges from the Löwdin analysis, given in e for atoms 1 to 8:
1 O -0.143
2 C -0.639
3 O -0.207
4 Li 0.700
5 O -0.364
6 C -0.377
7 H 0.094
8 C -0.126

=====

Quick one: least stable of them? P

=====

P.
A 3-piece molecular cluster, C4H12NO5 overall, computed with ωB97M-V/def2-TZVPD.

Geometry as ORCA input:
```
! RIJCOSX wB97M-V def2-TZVPD def2/J DEFGRID3
* xyz -1 1
C -2.351 0.752 0.556
O -1.667 1.986 0.369
C -1.376 -0.393 1.102
C 0.007 0.036 1.273
C 1.110 0.012 0.490
O 1.982 1.088 0.998
O 1.648 -0.726 -0.371
N -1.439 -1.579 0.194
H -3.104 0.972 1.303
H -2.724 0.525 -0.458
H -2.045 -0.667 1.955
H 0.079 0.846 2.078
H -0.896 2.012 1.005
H 2.793 1.105 0.471
H -1.458 -2.460 0.668
H -0.643 -1.555 -0.440
H 2.109 1.716 -1.216
H 2.560 0.352 -1.444
O 2.849 1.274 -1.677
H 0.943 -2.348 -1.755
H 0.953 -1.017 -2.524
O 0.669 -1.931 -2.577
*
```

Calculated values
* LUMO: 3.8 eV
* HOMO-LUMO gap: 7.4 eV
* E_HOMO: -3.7 eV

Atom charges from the Löwdin analysis, given in e for atoms 1 to 8:
1 C -0.221
2 O -0.140
3 C -0.375
4 C -0.110
5 C -0.520
6 O -0.069
7 O -0.092
8 N 0.032

=====

Q.
A 4-piece molecular cluster, C4H12NO5 overall, computed with ωB97M-V/def2-TZVPD.

Geometry as ORCA input:
```
! RIJCOSX wB97M-V def2-TZVPD def2/J DEFGRID3
* xyz -1 1
O 0.288 -0.855 -1.236
C -0.422 -0.407 -0.329
N -1.372 0.511 -0.509
C -1.153 1.593 -2.225
O -1.810 2.624 -2.048
C -0.201 -1.050 1.089
C -1.297 -0.809 2.177
O -0.561 -0.566 3.411
H -1.651 1.069 0.282
H -1.413 0.668 -2.780
H -0.050 1.541 -2.056
H -0.006 -2.122 0.940
H 0.680 -0.571 1.473
H -1.897 0.092 2.096
H -1.922 -1.689 2.208
H -0.370 -1.430 3.786
H 2.425 -1.454 -0.883
H 2.570 -1.455 -2.386
O 2.928 -1.861 -1.596
H 1.564 0.627 1.127
H 2.247 1.541 0.067
O 2.385 1.067 0.889
*
```

Calculated values
* LUMO: 3.2 eV
* HOMO-LUMO gap: 7.7 eV
* E_HOMO: -4.5 eV

Atom charges from the Löwdin analysis, given in e for atoms 1 to 8:
1 O -0.054
2 C -0.620
3 N 0.068
4 C -0.337
5 O -0.168
6 C -0.092
7 C -0.219
8 O -0.106

=====

Quick one: least stable of them? Q

=====

P.
One molecule with the formula C10H12N2O, computed with ωB97M-V/def2-TZVPD.

Geometry as ORCA input:
```
! RIJCOSX wB97M-V def2-TZVPD def2/J DEFGRID3
* xyz 0 1
C -0.775 -0.055 -0.808
C 2.956 -2.800 -1.384
C 1.793 -2.198 -1.762
C 3.240 -2.446 -0.107
C 1.273 -1.485 -0.678
C -3.088 1.207 -1.385
C -2.213 2.220 -0.763
C -1.762 0.759 -0.939
C 2.297 -1.108 1.586
C -2.230 2.637 0.721
N 0.061 -0.812 -0.368
N 2.251 -1.713 0.308
O -0.936 3.080 1.117
H 3.603 -3.443 -2.048
H 1.408 -2.569 -2.752
H 3.928 -2.576 0.728
H -3.932 0.752 -0.953
H -3.250 1.354 -2.395
H -1.781 2.943 -1.459
H 1.357 -0.867 2.076
H 2.766 -1.657 2.354
H 2.840 -0.139 1.703
H -2.427 1.651 1.330
H -2.944 3.380 0.969
H -0.239 2.517 0.801
*
```

Calculated values
* LUMO: 0.8 eV
* structure (SMILES): Cn1cccc1N=C=C1C[C@H]1CO
* HOMO-LUMO gap: 8.4 eV
* E_HOMO: -7.6 eV

Atom charges from the Löwdin analysis, given in e for atoms 1 to 8:
1 C -0.045
2 C -0.135
3 C -0.068
4 C -0.127
5 C -0.202
6 C -0.074
7 C -0.186
8 C -0.155

=====

Q.
A 2-piece molecular cluster, C10H12N2O overall, computed with ωB97M-V/def2-TZVPD.

Geometry as ORCA input:
```
! RIJCOSX wB97M-V def2-TZVPD def2/J DEFGRID3
* xyz 0 1
C -3.601 -0.413 -1.231
C -3.248 -0.896 0.001
C -2.845 0.551 -1.848
C -2.013 -0.498 0.541
C -1.637 0.993 -1.358
C -1.202 0.416 -0.140
C 0.561 -1.684 -0.797
C 0.121 0.771 0.442
C 0.817 -1.327 -2.158
C 2.251 1.704 0.392
N 0.378 -2.262 0.181
N 1.001 1.403 -0.249
O 0.091 -2.708 1.262
H -4.378 -0.766 -1.844
H -3.721 -1.682 0.481
H -3.133 0.931 -2.785
H -1.476 -0.882 1.489
H -1.095 1.659 -1.957
H 0.275 0.179 1.402
H 1.570 -2.042 -2.504
H 1.045 -0.331 -2.173
H -0.131 -1.526 -2.752
H 3.021 1.021 0.051
H 2.614 2.837 0.014
H 2.156 1.852 1.500
*
```

Calculated values
* LUMO: 0.4 eV
* structure (SMILES): C/N=C/c1ccccc1.CC#[N+][O-]
* HOMO-LUMO gap: 9.4 eV
* E_HOMO: -9.0 eV

Atom charges from the Löwdin analysis, given in e for atoms 1 to 8:
1 C -0.088
2 C -0.054
3 C -0.094
4 C -0.041
5 C -0.025
6 C -0.238
7 C -0.080
8 C -0.158

=====

Quick one: least stable of them? P

=====

P.
One molecule with the formula C4H4IN, computed with ωB97M-V/def2-TZVPD.

Geometry as ORCA input:
```
! RIJCOSX wB97M-V def2-TZVPD def2/J DEFGRID3
* xyz 0 1
C -0.283 -1.081 -0.057
C 0.982 -0.561 -0.038
C -1.203 0.015 -0.028
C 0.804 0.932 0.002
N -0.617 1.210 -0.055
I -3.254 -0.087 -0.056
H -0.640 -2.087 0.118
H 1.906 -1.147 -0.191
H 1.066 1.175 0.949
H 1.239 1.632 -0.644
*
```

Calculated values
* LUMO: 0.5 eV
* structure (SMILES): IC1=NCC=C1
* HOMO-LUMO gap: 9.8 eV
* E_HOMO: -9.3 eV

Atom charges from the Löwdin analysis, given in e for atoms 1 to 8:
1 C -0.137
2 C -0.025
3 C -0.879
4 C -0.229
5 N 0.002
6 I 0.858
7 H 0.094
8 H 0.113

=====

Q.
One molecule with the formula C4H4IN, computed with ωB97M-V/def2-TZVPD.

Geometry as ORCA input:
```
! RIJCOSX wB97M-V def2-TZVPD def2/J DEFGRID3
* xyz 0 1
C 0.115 -0.549 0.102
C 1.019 -1.688 -0.101
C -0.907 0.065 -0.752
C -0.793 0.372 0.848
N 1.571 -0.497 -0.209
I 3.296 0.543 0.062
H -0.759 0.918 -1.472
H -1.751 -0.548 -1.146
H -0.424 1.326 1.051
H -1.366 0.057 1.617
*
```

Calculated values
* LUMO: -1.0 eV
* HOMO-LUMO gap: 7.8 eV
* E_HOMO: -8.8 eV

Atom charges from the Löwdin analysis, given in e for atoms 1 to 8:
1 C -0.500
2 C 0.001
3 C -0.061
4 C -0.013
5 N -0.563
6 I 0.802
7 H 0.111
8 H 0.101

=====

Quick one: least stable of them? Q

=====

P.
One molecule with the formula C19H21NO5, computed with ωB97M-V/def2-TZVPD.

Geometry as ORCA input:
```
! RIJCOSX wB97M-V def2-TZVPD def2/J DEFGRID3
* xyz 0 1
C -4.556 -2.754 -0.886
H -3.708 -3.432 -0.748
O -4.412 -1.584 -0.118
C -3.333 -0.784 -0.359
C -2.357 -1.019 -1.314
C -1.304 -0.128 -1.457
C -1.205 0.994 -0.656
C -2.200 1.238 0.311
C -3.249 0.353 0.451
H -4.029 0.499 1.180
O -2.032 2.373 1.066
C -2.987 2.658 2.058
H -2.658 3.584 2.527
H -3.981 2.805 1.626
H -3.031 1.865 2.811
N -0.150 1.911 -0.722
C 1.015 1.793 -1.401
O 1.239 0.975 -2.269
C 2.056 2.833 -0.993
C 2.622 2.554 0.406
C 2.966 1.082 0.646
C 3.856 0.453 -0.431
H 4.808 0.980 -0.510
O 4.163 -0.880 -0.080
C 3.044 -1.608 0.234
C 3.108 -2.994 0.184
C 1.988 -3.753 0.463
C 0.790 -3.132 0.782
C 0.721 -1.755 0.856
C 1.847 -0.985 0.597
O 1.742 0.373 0.729
H -0.197 -1.250 1.113
H -0.091 -3.722 0.983
H 2.047 -4.830 0.419
H 4.047 -3.452 -0.083
H 3.332 0.466 -1.394
H 3.490 0.987 1.613
H 1.887 2.832 1.165
H 3.517 3.158 0.563
H 2.857 2.804 -1.732
H 1.609 3.829 -1.009
H -0.210 2.621 -0.006
H -0.539 -0.315 -2.191
H -2.393 -1.885 -1.952
H -5.465 -3.234 -0.524
H -4.668 -2.525 -1.950
*
```

Calculated values
* LUMO: 0.6 eV
* structure (SMILES): COc1ccc(NC(=O)CC[C@@H]2COc3ccccc3O2)c(OC)c1
* HOMO-LUMO gap: 8.3 eV
* E_HOMO: -7.7 eV

Atom charges from the Löwdin analysis, given in e for atoms 1 to 8:
1 C -0.092
2 H 0.094
3 O -0.087
4 C -0.277
5 C -0.022
6 C -0.002
7 C -0.157
8 C -0.202

=====

Q.
One molecule with the formula C19H21NO5, computed with ωB97M-V/def2-TZVPD.

Geometry as ORCA input:
```
! RIJCOSX wB97M-V def2-TZVPD def2/J DEFGRID3
* xyz 0 1
C -2.078 -0.622 2.631
H -2.267 -1.679 2.813
O -0.819 -0.563 2.005
C -0.301 0.665 1.723
C -0.964 1.869 1.892
C -0.335 3.066 1.582
C 0.958 3.069 1.107
C 1.638 1.871 0.938
C 1.024 0.670 1.241
O 1.614 -0.566 1.109
C 3.015 -0.659 1.249
C 3.749 -0.700 -0.104
C 3.301 -1.950 -0.828
O 3.716 -3.056 -0.615
O 2.331 -1.655 -1.697
C 1.685 -2.727 -2.372
C 0.163 -2.609 -2.263
O -0.561 -3.062 -3.124
N -0.274 -2.001 -1.149
H 0.377 -1.633 -0.467
C -1.667 -1.684 -0.960
C -1.953 -0.204 -1.008
C -3.200 0.259 -0.604
C -3.495 1.610 -0.634
C -2.545 2.518 -1.071
C -1.306 2.064 -1.486
C -1.012 0.712 -1.456
H -0.044 0.370 -1.792
H -0.563 2.766 -1.835
H -2.773 3.573 -1.093
H -4.469 1.955 -0.317
H -3.948 -0.450 -0.275
H -2.004 -2.092 -0.002
H -2.212 -2.189 -1.766
H 2.015 -3.682 -1.945
H 1.959 -2.701 -3.431
H 3.504 0.173 -0.706
H 4.821 -0.751 0.080
H 3.398 0.166 1.860
H 3.200 -1.602 1.773
H 2.652 1.888 0.569
H 1.452 3.997 0.866
H -0.868 3.994 1.719
H -1.974 1.888 2.266
H -2.865 -0.215 1.988
H -2.075 -0.088 3.587
*
```

Calculated values
* LUMO: 0.7 eV
* structure (SMILES): COc1ccccc1OCCC(=O)OCC(=O)NCc1ccccc1
* HOMO-LUMO gap: 9.1 eV
* E_HOMO: -8.4 eV

Atom charges from the Löwdin analysis, given in e for atoms 1 to 8:
1 C -0.076
2 H 0.098
3 O -0.075
4 C -0.211
5 C -0.022
6 C -0.093
7 C -0.091
8 C -0.017

=====

Quick one: least stable of them? P

=====

P.
An isolated ion of composition C6H7N2 and charge +1, computed with ωB97M-V/def2-TZVPD.

Geometry as ORCA input:
```
! RIJCOSX wB97M-V def2-TZVPD def2/J DEFGRID3
* xyz 1 1
C -0.712 -1.644 -0.003
C -1.821 -1.981 0.290
C 0.689 -1.249 -0.171
C -1.132 1.120 -0.076
C 1.074 0.011 -0.070
C 2.482 0.461 0.112
N 0.013 0.923 0.021
N -2.370 1.378 -0.366
H 1.617 -1.892 -0.153
H 2.668 1.450 -0.257
H 3.124 -0.334 -0.270
H 2.674 0.492 1.174
H -2.408 2.206 -0.956
H -3.006 1.237 0.326
H -2.892 -2.177 0.399
*
```

Calculated values
* LUMO: -4.5 eV
* structure (SMILES): C#C/C=C(/C)[N+]#CN
* HOMO-LUMO gap: 9.2 eV
* E_HOMO: -13.6 eV

Atom charges from the Löwdin analysis, given in e for atoms 1 to 8:
1 C -0.097
2 C 0.147
3 C -0.007
4 C -0.054
5 C -0.293
6 C -0.003
7 N 0.266
8 N 0.258

=====

Q.
C6H7N2 as an isolated structure, computed with ωB97M-V/def2-TZVPD.

Geometry as ORCA input:
```
! RIJCOSX wB97M-V def2-TZVPD def2/J DEFGRID3
* xyz 1 1
C 0.839 -0.355 -0.222
C 0.680 -1.706 -0.517
C -1.401 -1.072 -0.253
C 1.765 0.473 0.514
C 1.207 0.143 1.708
C -0.951 1.613 -0.441
N -0.709 0.070 -0.233
N -0.616 -2.039 -0.507
H -2.469 -1.252 -0.073
H 2.471 0.961 -0.124
H 1.399 -2.343 -0.918
H 0.550 -0.421 2.354
H -0.227 2.013 0.200
H -0.697 1.890 -1.393
H -1.839 2.024 -0.095
*
```

Calculated values
* LUMO (alpha / beta): -6.5 / -6.5 eV
* HOMO-LUMO gap (alpha / beta): 8.0 / 8.0 eV
* E_HOMO (alpha / beta): -14.6 / -14.6 eV

Atom charges from the Löwdin analysis, given in e for atoms 1 to 8:
1 C -0.139
2 C -0.014
3 C -0.135
4 C -0.045
5 C 0.385
6 C 0.082
7 N 0.015
8 N 0.105

=====

Quick one: least stable of them? Q